No. 1
Molecular formula: C4H9NO
Method: DFT, ωB97M-V/def2-TZVPD

Element x y z (Å)
O: -0.0736 -2.2546 0.7163
N: 0.3937 0.6295 -0.9684
C: 0.5744 -1.5347 0.0012
C: 0.1383 0.4114 1.5908
C: -0.9781 0.4063 -1.4007
C: 0.7883 -0.0396 0.2723
H: -1.2561 -0.6418 -1.4798
H: 0.5414 1.6197 -0.8642
H: 0.0246 1.4940 1.6039
H: 0.9761 -2.0240 -0.9180
H: -1.7292 0.8173 -0.6951
H: -1.1705 0.9989 -2.2924
H: 1.8701 0.1310 0.3463
H: 0.7073 0.1257 2.4712
H: -0.8067 -0.1391 1.6166

Values from the calculation:
HOMO level = -9.161 eV
HOMO-LUMO gap = 10.1 eV
SMILES string = CN[C@@H](C)C=O
LUMO = 0.0350 Eh
Energy relative to the best compared isomer or geometry (same formula, charge and spin) = 164.6 kJ/mol

Here are the natural (NBO) charges for atoms 1 to 5, given in e:
1. O -0.53
2. N -0.61
3. C 0.43
4. C -0.64
5. C -0.43

No. 2
Molecular formula: C9H20N5O
Method: DFT, ωB97M-V/def2-TZVPD

Element x y z (Å)
O: -1.5317 2.3832 0.0016
N: 2.6248 -0.9091 0.7097
N: -0.3738 -0.2769 0.2481
N: 2.3666 -0.3924 -1.5761
N: 1.4489 -2.3587 -0.7550
N: 0.3409 0.5842 0.7825
C: -0.8081 -0.4018 -1.1642
C: -3.1323 -1.0534 -0.3089
C: -2.3316 -0.1472 -1.2508
C: -2.5389 -1.0991 1.1161
C: 1.9098 2.5049 1.0777
C: 0.8111 1.8415 0.2915
C: -1.0074 -1.2381 1.1796
C: 2.0892 -1.2721 -0.5125
C: -0.3953 2.7208 -0.0133
H: -0.4259 -1.3610 -1.3556
H: 0.0325 3.8214 -0.1961
H: -2.8812 -1.8912 1.6313
H: -3.0496 -2.0348 -0.6352
H: 1.4876 -2.9456 0.0621
H: 2.9398 0.4133 -1.3405
H: 2.8372 1.8383 1.2388
H: 1.2316 1.5623 -0.8243
H: -2.6641 0.7675 -0.8803
H: -4.1068 -0.8095 -0.1788
H: -2.9960 -0.1466 1.5097
H: -0.6936 -0.9156 2.0783
H: 2.0415 3.3802 0.5532
H: -0.1208 0.2753 -1.8826
H: 2.7607 -0.8648 -2.3848
H: 1.4309 2.5594 2.1330
H: -2.5285 -0.3670 -2.2341
H: 2.6880 -1.7526 1.2961
H: -0.8118 -2.1665 0.7718
H: 3.3565 -0.2484 0.8120

Values from the calculation:
HOMO level = -13.017 eV
HOMO-LUMO gap = 8.7 eV
Net charge = +1
LUMO = -0.1574 Eh
Energy relative to the best compared isomer or geometry (same formula, charge and spin) = 313.2 kJ/mol

Here are the natural (NBO) charges for atoms 1 to 5, given in e:
1. O -0.49
2. N -0.84
3. N 0.08
4. N -0.86
5. N -0.76

No. 3
Molecular formula: C3H10N2O3
Method: DFT, ωB97M-V/def2-TZVPD

Element x y z (Å)
O: -1.4198 0.8290 -2.8420
O: 0.6012 -1.8047 -1.9628
O: 1.8141 -1.9859 -0.0892
N: 0.0653 1.7854 0.6971
N: -0.1429 -0.8509 -0.0555
C: -0.0134 -0.5210 1.3166
C: -0.5701 0.8608 1.6315
C: 0.7888 -1.5781 -0.8014
H: -0.6786 1.4066 -2.6469
H: 1.0272 -0.5778 1.5996
H: -0.7656 -0.2442 -0.6267
H: 2.3935 -2.4843 -0.6931
H: -1.6431 0.8379 1.5289
H: -1.1601 -0.0492 -3.1447
H: -0.4598 2.6546 0.6218
H: -0.6033 -1.2838 1.8408
H: 1.0223 1.9271 0.9758
H: -0.2555 1.0785 2.6503

Values from the calculation:
HOMO level (spin up / spin down) = -14.668 / -14.313 eV
HOMO-LUMO gap (spin up / spin down) = 11.5 / 5.4 eV
Net charge = +1
LUMO (spin up / spin down) = -0.1146 / -0.3284 Eh
⟨S²⟩ = 0.763
Energy relative to the best compared isomer or geometry (same formula, charge and spin) = 33.6 kJ/mol
Multiplicity = 2

Here are the natural (NBO) charges for atoms 1 to 5, given in e:
1. O -0.96
2. O -0.45
3. O -0.64
4. N -0.82
5. N -0.20

No. 4
Molecular formula: C5H14N2O
Method: DFT, ωB97M-V/def2-TZVPD

Element x y z (Å)
O: 0.4649 2.9335 -0.4416
N: 0.8918 1.8127 -1.2559
N: -0.4371 -0.6080 -0.3120
C: -0.1920 1.4421 -2.0394
C: 0.6260 0.1179 0.2463
C: 0.1763 -1.0448 1.6090
C: 0.0043 -1.6916 -1.1863
C: -1.0186 -0.5970 2.4105
H: 1.1183 -0.8681 2.1327
H: -0.7841 0.5360 -1.4801
H: 0.1619 0.9798 -2.9648
H: -0.9092 2.2404 -2.2409
H: 1.3040 3.3532 -0.2198
H: -0.9709 0.4662 2.6477
H: -1.9445 -0.7952 1.8755
H: -1.0358 -1.1473 3.3565
H: -0.8609 -2.2757 -1.4986
H: 0.7255 -2.3614 -0.7026
H: 0.3749 1.0082 0.7985
H: 0.1430 -2.0941 1.3350
H: 1.6598 -0.1135 0.0090
H: 0.5027 -1.2934 -2.0788

Values from the calculation:
HOMO level (spin up / spin down) = -6.954 / -8.017 eV
HOMO-LUMO gap (spin up / spin down) = 7.1 / 8.7 eV
LUMO (spin up / spin down) = 0.0071 / 0.0245 Eh
Energy relative to the best compared isomer or geometry (same formula, charge and spin) = 798.4 kJ/mol

Here are the natural (NBO) charges for atoms 1 to 5, given in e:
1. O -0.62
2. N -0.12
3. N -0.43
4. C -0.50
5. C -0.22

No. 5
Molecular formula: C20H20AuCl5N3Si
Method: DFT, ωB97M-V/def2-TZVPD

Element x y z (Å)
Au: 0.4914 -0.0378 0.0111
Cl: 3.1671 -1.5025 1.6252
Cl: 3.8915 -4.5022 1.3020
Cl: -0.0234 -5.0557 -2.3656
Cl: 2.3068 -6.2851 -0.6933
Cl: -0.7887 -2.0511 -1.9658
Si: -0.9079 -1.0363 2.9914
N: 1.5817 2.6244 -1.3803
N: -0.2805 1.9513 -0.1720
N: 0.3089 0.0873 2.2276
C: 0.0297 -2.0938 4.2027
C: -2.2871 -0.0108 3.7347
C: 2.7634 2.7860 4.2076
C: -1.6502 -2.0688 1.6363
C: 2.2430 -2.4928 0.5481
C: -0.0914 4.2496 -0.7904
C: -1.9866 3.4983 0.4674
C: 2.1306 1.6659 2.1794
C: -1.4534 2.2410 0.4344
C: 1.0945 0.9575 2.8636
C: 1.7675 2.1050 4.9095
C: 1.1900 -1.9353 -0.1622
C: 0.3936 2.9305 -0.7927
C: 0.8437 -4.0909 -1.2466
C: 2.9385 2.5535 2.8404
C: 0.5169 -2.7530 -1.0601
C: -1.2747 4.5269 -0.1598
C: 1.8895 -4.6361 -0.5000
C: 0.9529 1.2099 4.2647
C: 2.5972 -3.8343 0.3970
H: -1.6589 5.5379 -0.1563
H: -0.6224 -2.8906 4.5676
H: 0.4745 5.0224 -1.2915
H: 0.4029 -1.5473 5.0682
H: 1.9988 3.3107 -1.9862
H: -2.5162 -2.5822 2.0637
H: -3.0743 -0.7024 4.0467
H: -2.7306 0.6482 2.9858
H: -2.0251 0.5936 4.6001
H: 3.7228 3.0675 2.3017
H: -0.9675 -2.8311 1.2633
H: 0.8823 -2.5639 3.7089
H: -1.9543 1.4040 0.9002
H: 1.6377 2.2811 5.9685
H: 0.1919 0.6889 4.8224
H: 1.7702 1.6632 -1.6195
H: 3.4051 3.4868 4.7236
H: -2.9289 3.6783 0.9616
H: -2.0107 -1.4851 0.7869
H: 2.2923 1.4733 1.1274

Values from the calculation:
HOMO level (spin up / spin down) = -11.490 / -11.482 eV
HOMO-LUMO gap (spin up / spin down) = 8.9 / 6.2 eV
Net charge = +1
LUMO (spin up / spin down) = -0.0942 / -0.1933 Eh
⟨S²⟩ = 2.051
Energy relative to the best compared isomer or geometry (same formula, charge and spin) = 0.0 kJ/mol
Multiplicity = 3

Here are the natural (NBO) charges for atoms 1 to 5, given in e:
1. Au 0.94
2. Cl 0.03
3. Cl 0.08
4. Cl 0.09
5. Cl 0.09

No. 6
Molecular formula: C3HClN2O2
Method: DFT, ωB97M-V/def2-TZVPD

Element x y z (Å)
Cl: 2.3579 -0.1325 1.9677
O: -0.0585 -0.0974 1.5929
O: 0.0784 0.2125 -2.3760
N: 1.2194 0.0923 -0.3718
N: -1.2654 -0.1184 0.7956
C: 0.0512 0.1005 -1.1949
C: -1.2113 0.0317 -0.4532
C: 1.0576 -0.0504 0.8867
H: -2.2293 -0.0383 -0.8471

Values from the calculation:
HOMO level = -10.655 eV
HOMO-LUMO gap = 10.2 eV
SMILES string = O=c1cnoc(Cl)n1
LUMO = -0.0161 Eh
Energy relative to the best compared isomer or geometry (same formula, charge and spin) = 121.6 kJ/mol

Here are the natural (NBO) charges for atoms 1 to 5, given in e:
1. Cl 0.08
2. O -0.32
3. O -0.48
4. N -0.53
5. N -0.05

Which value of energy relative to the best compared isomer or geometry (same formula, charge and spin) does entry 4 give?
798.4 kJ/mol

Which value of energy relative to the best compared isomer or geometry (same formula, charge and spin) does entry 4 give?
798.4 kJ/mol

Among the records above, which one has the lowest energy relative to the best compared isomer or geometry (same formula, charge and spin)?
C20H20AuCl5N3Si

Which of these has the highest energy relative to the best compared isomer or geometry (same formula, charge and spin)?
C5H14N2O